Below is a 2-piece molecular cluster, CH6NPS overall at a distorted geometry, with properties calculated with the ωB97M-V functional and the def2-TZVPD basis.

CARTESIAN COORDINATES (ANGSTROEM)
C -0.133265 -1.685030 0.356791
N -1.071851 0.817047 0.151591
P 2.256511 0.409981 -0.003896
S 0.293068 -0.193714 -0.302487
H 0.823181 -2.294188 0.659006
H -0.796304 -2.292806 -0.226058
H -1.220136 1.756771 -0.232860
H -1.372428 0.633282 1.214293
H 1.527061 2.672989 -0.059852
H -0.305836 0.175668 -1.556529

Force components x, y, z for each atom (eV/Å):
C 2.9 -0.4 0.1
N -0.6 -1.6 3.6
P -1.0 2.5 0.0
S -3.1 1.5 -0.5
H -1.7 1.6 -0.5
H -0.6 0.1 -0.3
H 0.7 -0.5 0.3
H 1.1 0.9 -3.1
H 0.8 -2.8 0.0
H 1.5 -1.2 0.4

- Highest occupied orbital energy (spin up / spin down): -8.14 / -8.12 eV
- ΔE to the lowest compared entry with this formula, charge and spin: 8.629 eV
- Net charge: 0
- Calculated total energy: -22740.1497 eV
- M: 95.11 u